A cluster of 11 separate species, C58H67F7O8 in total in a non-equilibrium geometry. Source: OMol25; level of theory: ωB97M-V/def2-TZVPD.

CARTESIAN COORDINATES (ANGSTROEM)
H: -3.826075 6.393338 2.085802
H: 5.760482 1.212317 2.772574
C: -1.555234 3.888829 1.839232
C: -0.021916 -6.182075 1.852427
C: -0.916459 -5.599624 -3.130647
O: 4.526796 -1.590262 -2.488212
F: -1.190161 6.258346 2.062091
F: -1.757159 -1.491461 -4.878888
C: -2.501202 2.861574 1.756188
H: 3.720674 -1.422050 0.739011
C: 2.288687 -1.761828 -1.723829
F: 2.767768 3.953701 0.874673
H: -3.379706 2.341288 -0.965039
C: -1.571631 3.121635 6.660297
H: -2.706627 6.344378 -5.094614
H: -3.998215 7.651404 -4.855262
H: 0.629878 -1.804392 -5.777029
C: -0.232636 0.955252 -0.562376
H: -0.489155 3.722426 1.861474
H: -2.034935 -0.129961 -1.160163
C: -4.982758 -1.985457 -0.244454
H: 1.191779 -7.951597 -2.263873
O: -0.260992 2.900195 6.137777
C: -0.576428 -4.580559 -2.260641
C: 4.884059 0.787475 -1.252554
H: -0.480726 2.797958 -4.299776
H: 7.774031 2.314093 1.437300
C: 5.628234 2.031156 2.076839
H: 0.756924 -4.014443 -0.740260
C: -4.783505 -0.661234 -2.711049
C: 6.406235 3.643538 0.494260
C: -3.995925 6.056897 -3.451145
C: -1.169845 0.785698 -4.508522
H: -5.378965 4.514616 1.914536
H: 0.628166 -4.713989 3.142050
H: -3.602796 2.268518 -2.732827
H: -3.002256 4.839670 -1.142055
H: 1.879642 2.739472 4.775122
F: -4.507261 0.030791 -3.834675
H: 2.122407 4.463780 4.742655
C: 0.711730 1.147397 0.398058
C: 6.700464 2.634704 1.358819
H: 4.447229 -2.305457 4.880788
C: 0.741569 -7.000016 -2.258884
H: -0.125363 1.603699 -1.430692
C: 3.981680 -2.048137 1.572418
C: -4.488377 -2.041705 -2.602994
H: -1.737453 -7.726109 0.728228
C: -3.759607 6.536268 -4.822740
H: -4.111564 -2.608932 -3.437397
H: 4.176329 2.615122 -2.245513
H: 4.365083 -3.568093 0.100448
F: 1.760984 0.459150 2.365149
C: 4.316729 2.495152 1.933758
H: -3.088139 -5.712634 0.025285
O: 0.425302 -7.300688 1.709312
C: 4.897085 1.831886 -2.413854
C: 0.339746 4.002514 5.611481
C: -3.438639 -6.372518 0.799288
H: -4.114602 -5.832964 1.421769
C: 4.892745 -3.896436 3.415658
H: 3.662468 -0.726623 3.202714
H: -2.155877 0.900460 -4.158133
O: -0.073834 5.113700 5.934918
H: -0.069677 -1.275058 2.551980
C: 5.095855 4.084164 0.275129
C: -2.618257 2.307439 5.825040
H: 4.968270 4.924881 -0.472783
H: -1.654713 2.846965 7.684757
C: 0.423700 -0.831188 -5.459429
C: 0.428606 -4.809073 -1.395299
C: 1.309023 0.219823 -5.613875
C: -3.402916 5.382842 2.033551
H: -4.062231 -7.185195 0.327987
C: 3.642463 -1.160879 -1.851761
H: 5.653899 0.068177 -1.452931
H: 3.495137 2.046891 2.487534
C: 0.772981 0.304833 1.456499
C: -2.068051 5.219947 1.982908
C: -2.231107 -6.966056 1.347841
H: 7.177815 4.055569 -0.141886
C: -3.860820 3.063112 1.790729
H: 5.913497 2.196113 -2.399267
C: 0.836833 -4.943828 2.132446
C: -0.170147 -0.661182 1.683066
C: -1.173963 -0.092779 -0.491803
C: 1.009851 1.517863 -5.096067
C: -5.207581 -0.639764 -0.343971
H: 2.371539 -2.833529 -1.819208
H: 0.870609 3.797739 3.642670
C: -3.601370 4.237171 -1.842109
H: -5.388525 1.046531 -1.754720
C: 4.395590 -2.639755 3.827667
H: -2.850444 2.736553 4.856420
C: -0.293608 -6.805930 -3.161947
H: 1.926608 -5.252202 2.164216
O: -1.335835 -5.905903 1.685206
H: -1.906449 -1.660305 0.912860
H: 1.934709 -1.669699 -0.706703
C: 3.994796 -1.734503 2.903226
O: -4.694328 6.554244 -2.617718
H: -4.534130 2.194582 1.891882
H: -3.548910 2.278174 6.430744
H: -2.058881 2.804009 -2.043848
C: -4.326995 4.354680 1.903075
H: -5.135056 -2.599902 0.605876
H: -2.373840 -7.572649 2.246776
C: -4.705703 -2.702320 -1.424236
H: -0.590834 -7.614034 -3.858364
H: 1.419750 1.977658 0.430402
H: -4.474145 -3.774026 -1.350326
C: 1.087425 -6.027271 -1.356866
O: -3.404123 4.807720 -3.226824
H: 1.895124 -6.094580 -0.616340
F: 5.339245 -4.777955 4.322075
C: -5.162294 -0.011676 -1.588520
H: 0.764936 -4.105875 1.451621
H: -2.276339 1.259265 5.794371
C: -0.846315 -0.498295 -4.966603
H: 4.664271 1.264671 -3.332951
H: -1.020141 -3.591377 -2.322801
H: -1.724472 4.236211 6.639142
H: 1.635779 -1.279822 -2.436773
C: 1.363836 3.673445 4.586818
C: 4.840359 -4.234524 2.075978
H: -4.620088 4.477495 -1.592823
H: 4.909215 1.227973 -0.282402
C: 4.412826 -3.281025 1.160173
C: 4.079755 3.536214 1.018446
C: -3.121522 2.822935 -1.946886
O: 3.595867 0.042216 -1.238709
C: -1.180535 -0.873497 0.700930
H: -5.548309 -0.054564 0.535123
H: -4.381830 5.981940 -5.542954
H: 5.109031 -5.233822 1.747730
F: -1.772909 -5.368647 -4.214010
C: -0.286380 1.797644 -4.708689
H: 1.764737 2.265891 -5.259998
H: -2.158564 1.841694 1.583081
H: 2.369540 0.118300 -5.997944

Cartesian forces, eV/Å:
H 0.4 -0.2 0.1
H 0.4 0.0 -0.1
C -1.3 1.4 0.3
C 0.3 -0.5 -1.4
C -0.9 0.6 -2.2
O 2.5 -1.0 -1.2
F -0.8 -0.6 0.0
F 0.0 0.2 0.2
C 1.6 -0.6 -0.4
H -0.4 0.9 0.4
C 0.2 -1.0 0.8
F 1.2 -0.2 0.0
H 0.4 0.2 -0.9
C -1.3 1.2 -1.3
H -0.5 0.2 0.0
H 0.3 -1.6 -0.1
H 0.3 -1.4 -0.4
C -0.6 -0.5 -1.4
H 0.0 -0.1 -0.3
H 0.5 -0.3 -0.2
C -0.3 -0.9 -1.5
H 0.8 -0.9 0.1
O 0.4 -0.3 -0.4
C -1.4 0.7 -1.3
C -1.7 0.2 -1.6
H -0.3 -0.3 -0.4
H -1.4 0.1 0.2
C 0.1 0.6 -0.1
H -0.1 0.0 0.1
C 1.3 -2.1 0.3
C -0.4 0.4 -1.0
C 0.0 -2.6 1.0
C -0.5 -2.3 -1.3
H -0.6 0.5 0.1
H -0.4 1.0 1.1
H -0.2 -0.1 -0.4
H 0.0 -0.2 -0.2
H -0.4 -0.4 -0.3
F -0.4 -0.3 0.0
H -0.3 -0.2 -0.6
C 1.2 1.1 0.4
C 0.3 -1.3 1.1
H -0.1 -0.6 -0.6
C -0.6 -0.2 0.1
H -0.6 -0.1 0.0
C 0.3 -0.3 -1.6
C -0.3 0.6 -1.2
H 0.0 0.7 -0.6
C 0.5 1.5 -0.9
H 0.0 0.1 -0.4
H -0.2 0.3 0.0
H 0.1 0.2 0.5
F 0.1 0.1 0.2
C 0.6 0.4 -0.5
H -0.2 0.4 -0.7
O -0.3 0.7 0.5
C -0.2 -1.9 1.0
C -2.3 1.0 1.4
C -1.5 -1.1 -2.1
H -0.1 0.4 1.0
C -1.0 1.0 -0.2
H 0.2 -0.7 0.0
H -1.0 0.4 0.5
O 1.6 -1.3 -1.1
H -0.2 -0.3 0.4
C 0.1 1.5 -0.9
C 0.3 0.1 1.8
H -0.3 -1.2 1.1
H 0.4 -0.6 0.8
C -1.2 1.9 0.1
C 1.1 -0.1 1.2
C 1.8 1.4 1.0
C -2.2 2.3 -0.4
H 0.6 0.8 0.3
C -2.9 1.6 0.9
H 0.5 -0.3 0.3
H 0.2 0.2 -0.2
C -0.4 -0.6 0.9
C 2.2 -2.3 -0.2
C 1.5 -1.8 1.8
H 0.1 0.2 0.2
C -0.7 -0.3 0.6
H 0.2 0.5 -0.4
C 1.5 -1.8 -0.2
C -0.8 -0.6 -1.4
C -0.2 0.3 1.9
C 0.0 -1.6 -2.1
C -1.0 0.9 0.8
H -0.1 -0.3 -0.9
H 0.1 -0.2 -0.7
C 0.7 1.6 -1.7
H 0.0 -0.3 0.6
C 1.3 -1.0 1.8
H 0.2 -0.1 -0.2
C 0.2 -1.1 0.0
H -1.3 0.1 -0.3
O 0.9 0.8 0.3
H 0.0 0.3 -0.4
H -0.4 0.7 0.2
C -0.9 2.0 -0.2
O -0.1 0.7 0.2
H 0.3 0.6 -0.5
H 0.4 0.2 -0.4
H 0.7 -0.1 -0.2
C 0.8 -0.8 0.2
H 0.0 0.1 1.1
H -0.4 0.3 0.3
C 0.9 0.0 1.0
H 0.2 0.8 0.4
H -0.1 -0.2 -0.6
H -0.3 0.5 -0.2
C 0.8 0.7 0.7
O -0.3 1.1 0.6
H -0.3 -0.5 -0.5
F 0.0 0.1 0.0
C -0.4 1.8 0.2
H -0.6 0.1 0.0
H -0.1 0.4 -0.4
C 0.9 0.2 0.3
H 0.3 0.5 0.2
H -0.2 -0.2 -0.1
H -0.3 -1.3 -0.1
H -0.4 -0.1 -0.1
C 1.3 1.4 1.5
C 0.3 -0.4 0.2
H -0.6 -0.7 0.2
H 0.4 0.3 0.5
C -0.1 -1.2 -0.4
C -0.8 -0.5 0.5
C -1.1 -0.2 2.0
O 1.7 0.6 0.1
C 1.0 0.6 -0.1
H 0.4 -0.4 -0.7
H 0.1 0.2 0.4
H 0.2 0.1 0.1
F 0.3 0.2 1.5
C 1.4 1.5 1.7
H 0.0 0.4 0.3
H 0.2 0.1 0.3
H -1.5 -0.4 0.4

The calculation puts the lowest unoccupied orbital energy at 0.44 eV. The structure (SMILES) is CCOC(C)=O.CCOC(C)=O.CCOC(C)=O.CCOC(C)=O.Fc1ccccc1.Fc1ccccc1.Fc1ccccc1.Fc1ccccc1.Fc1ccccc1.Fc1ccccc1.Fc1ccccc1. The multiplicity is 1.